Molecular formula: C53H50N7O4P3Ta
Method: DFT, ωB97M-V/def2-TZVPD

lowest unoccupied orbital energy: -9.787 eV
frontier orbital gap: 0.219 Eh
maximum force: 0.01609 Eh/bohr
molar mass: 1122.90 g mol⁻¹
charge: +3

Geometry as XYZ:
```
118
Properties=species:S:1:pos:R:3:forces:R:3
Ta -0.4565 -0.1869 0.1226 0.1084 0.0094 0.8203
O 3.2384 2.9194 -3.5494 0.0220 0.0431 0.0068
C 3.7509 1.7988 -4.0638 -0.0772 -0.0452 -0.0763
O 4.6146 1.8081 -4.8876 0.0353 0.0085 0.0429
C 3.2006 0.4903 -3.5771 0.0184 0.0054 0.0433
C 3.8063 -0.7040 -3.8977 -0.0048 0.0299 -0.0344
N 3.0772 -1.6796 -3.3251 -0.0525 -0.0406 0.0150
N 2.0202 -1.2254 -2.6660 -0.0434 -0.0736 0.0156
C 2.0766 0.0940 -2.8108 0.0902 0.0797 -0.0075
C 1.0843 0.8981 -2.0965 0.1199 0.1002 -0.1757
O 1.2611 2.0566 -1.7998 -0.0383 0.0553 0.0225
O -0.0325 0.2356 -1.7198 0.1151 -0.1472 -0.1511
H 2.5821 2.7367 -2.8577 0.0197 -0.0240 0.0023
H 4.6854 -0.8930 -4.4916 0.0073 0.0060 -0.0053
H 3.2390 -2.6772 -3.3540 0.0062 0.0055 -0.0120
C -2.8625 3.9075 1.1734 -0.0576 -0.0051 0.0394
N -2.0881 2.7010 0.8537 0.1565 0.0852 -0.0585
P -2.1944 1.2168 1.5713 -0.2686 -0.2813 -0.0301
C -3.9245 1.0085 1.9800 0.0455 0.0149 -0.0046
C -4.8221 0.7379 0.9440 -0.0013 -0.0782 -0.0042
C -6.1775 0.6748 1.2108 -0.0001 0.0085 0.0134
C -6.6392 0.8820 2.5071 0.0093 0.0096 0.0028
C -5.7486 1.1514 3.5366 -0.0116 0.0039 -0.0056
C -4.3866 1.2175 3.2789 0.0247 -0.0046 0.0156
C -1.2038 1.2145 3.0893 -0.0160 -0.1353 -0.1028
C -1.2165 0.1226 3.9703 0.0712 0.0408 0.0279
C -0.4568 0.1635 5.1261 -0.0122 -0.0003 -0.0090
C 0.3283 1.2796 5.4078 0.0099 -0.0025 0.0109
C 0.3555 2.3560 4.5330 0.0195 0.0068 -0.0133
C -0.4069 2.3269 3.3735 0.0344 -0.0145 -0.0121
P -0.7803 2.6191 -0.2226 0.1329 -0.1227 -0.0464
C 0.3405 3.9501 0.2203 0.0201 0.0212 -0.0350
C -0.0617 5.2757 0.0430 -0.0192 -0.0239 -0.0182
C 0.7792 6.3094 0.4270 -0.0225 0.0119 0.0033
C 2.0202 6.0267 0.9788 0.0065 0.0138 -0.0018
C 2.4252 4.7093 1.1542 0.0018 -0.0030 0.0194
C 1.5872 3.6734 0.7776 -0.0074 0.0849 0.0145
C -1.5266 2.9705 -1.8250 -0.0046 0.0052 0.0340
C -2.7831 2.4242 -2.0930 -0.0282 0.0085 0.0146
C -3.3885 2.6369 -3.3207 0.0047 -0.0041 -0.0180
C -2.7447 3.4009 -4.2848 0.0004 -0.0086 0.0083
C -1.4969 3.9516 -4.0215 0.0028 -0.0035 -0.0022
C -0.8819 3.7321 -2.7996 0.0206 0.0183 0.0172
H -3.7109 3.6384 1.8002 -0.0038 0.0101 -0.0241
H -3.2368 4.3477 0.2492 -0.0090 0.0011 0.0107
H -2.2466 4.6370 1.6997 -0.0082 -0.0181 0.0106
H -4.4643 0.5501 -0.0622 -0.0100 -0.0099 0.0114
H -6.8767 0.4598 0.4143 -0.0014 0.0028 -0.0042
H -7.7000 0.8339 2.7126 -0.0029 -0.0066 0.0047
H -6.1131 1.3163 4.5413 -0.0023 0.0045 -0.0001
H -3.6985 1.4377 4.0855 0.0036 0.0001 -0.0070
H -1.8292 -0.7447 3.7673 0.0009 0.0011 0.0306
H -0.4941 -0.6618 5.8254 -0.0047 -0.0031 -0.0018
H 0.9029 1.3162 6.3242 0.0046 -0.0061 0.0036
H 0.9517 3.2292 4.7620 0.0011 0.0081 -0.0048
H -0.3912 3.1759 2.7029 -0.0142 0.0223 0.0180
H -1.0217 5.5045 -0.4035 0.0241 0.0157 -0.0327
H 0.4679 7.3357 0.2883 -0.0029 0.0011 -0.0114
H 2.6788 6.8362 1.2631 -0.0001 0.0003 0.0101
H 3.3988 4.4963 1.5751 0.0062 -0.0088 -0.0114
H 1.9123 2.6511 0.8992 0.0388 -0.0777 -0.0173
H -3.3090 1.8569 -1.3332 0.0187 0.0181 -0.0242
H -4.3654 2.2185 -3.5215 -0.0063 -0.0008 -0.0039
H -3.2189 3.5742 -5.2414 -0.0076 0.0081 0.0001
H -1.0020 4.5583 -4.7677 0.0016 -0.0022 -0.0057
H 0.0931 4.1597 -2.6083 -0.0042 0.0224 0.0202
C 3.0367 -5.7141 -1.5013 -0.0256 -0.0044 -0.0182
C 2.7525 -5.1392 -0.2702 -0.0048 0.0131 0.0162
C 1.7573 -4.1780 -0.1677 -0.0006 -0.0171 0.0476
C 1.0436 -3.7854 -1.2967 -0.0249 0.0135 -0.0205
C 1.3155 -4.3784 -2.5287 0.0020 0.0314 -0.0151
C 2.3115 -5.3404 -2.6267 0.0166 -0.0042 -0.0021
P -0.2860 -2.5742 -1.1327 -0.1662 0.0688 0.0063
C -1.3031 -2.6176 -2.6331 -0.0952 -0.0323 0.1072
C -2.4509 -3.4157 -2.6221 0.0210 -0.0134 -0.0233
C -3.2450 -3.5169 -3.7538 -0.0075 0.0111 0.0127
C -2.9097 -2.8179 -4.9038 0.0227 0.0035 0.0098
C -1.7776 -2.0146 -4.9181 -0.0240 -0.0040 -0.0251
C -0.9771 -1.9106 -3.7921 0.0969 0.0626 0.0020
C -1.3399 -3.0406 0.2209 -0.0113 0.0917 -0.1191
C -1.7366 -4.2940 0.6640 0.0922 -0.0806 0.0089
C -2.6617 -4.3741 1.6906 0.0008 0.0011 -0.0296
C -3.1777 -3.2012 2.2316 0.0194 0.0231 -0.0213
C -2.7637 -1.9574 1.7777 -0.1121 -0.0230 0.0252
C -1.8066 -1.8236 0.7593 -0.0408 -0.0301 0.0375
H 3.8038 -6.4725 -1.5799 0.0038 -0.0003 -0.0020
H 3.2938 -5.4577 0.6110 -0.0029 -0.0011 0.0066
H 1.5039 -3.7684 0.8048 0.0152 0.0201 0.0025
H 0.7365 -4.1075 -3.4029 0.0123 0.0077 -0.0086
H 2.5059 -5.8170 -3.5788 0.0016 0.0030 -0.0010
H -2.7342 -3.9677 -1.7371 0.0027 -0.0069 0.0288
H -4.1248 -4.1456 -3.7346 -0.0025 -0.0038 -0.0020
H -3.5275 -2.9005 -5.7877 -0.0014 0.0023 -0.0028
H -1.5116 -1.4679 -5.8128 -0.0012 0.0010 -0.0071
H -0.0981 -1.2856 -3.8295 -0.0028 -0.0339 0.0222
H -1.3348 -5.1901 0.2059 0.0083 -0.0003 0.0067
H -2.9970 -5.3363 2.0538 0.0016 -0.0035 0.0028
H -3.9163 -3.2561 3.0211 -0.0053 0.0009 0.0012
H -3.2257 -1.1080 2.2470 -0.0504 0.0509 -0.0171
C 4.8769 -2.8998 2.0842 -0.0072 -0.0379 -0.0073
C 5.3363 -1.4509 2.1840 0.0126 0.0736 0.0936
C 5.6448 -0.8508 0.8184 0.0052 -0.0246 -0.0359
C 4.3457 -0.5975 2.9820 -0.0524 -0.0368 -0.0082
N 3.0049 -0.5794 2.3455 -0.1662 -0.0801 0.1147
C 1.9583 -1.4013 2.5497 0.1385 -0.0693 0.0557
N 1.0144 -1.0447 1.7153 -0.2339 0.3294 -0.3798
N 1.5199 -0.0027 1.0310 0.0306 -0.1235 0.0416
N 2.7106 0.2888 1.3999 0.0317 0.1695 -0.2005
H 5.6672 -3.5112 1.6512 0.0034 -0.0056 0.0010
H 4.0095 -3.0007 1.4231 -0.0080 0.0100 -0.0007
H 4.6346 -3.3256 3.0608 0.0067 -0.0013 0.0026
H 6.2430 -1.4145 2.7955 0.0053 -0.0128 -0.0287
H 4.7714 -0.8708 0.1592 0.0021 -0.0053 0.0053
H 6.4257 -1.4332 0.3311 0.0106 0.0110 -0.0046
H 5.9953 0.1785 0.8948 -0.0031 0.0124 -0.0046
H 4.6495 0.4449 3.0504 0.0359 -0.0056 -0.0145
H 4.1899 -0.9944 3.9847 0.0002 0.0127 -0.0024
H 1.9267 -2.1985 3.2740 -0.0095 -0.0036 0.0062
```
Forces are in eV/Å.

Molecular formula: C6H14N2
Method: DFT, ωB97M-V/def2-TZVPD

SMILES: C/C=C/C.C/N=C\N
lowest unoccupied orbital energy: 0.905 eV
frontier orbital gap: 0.368 Eh
maximum force: 0.01209 Eh/bohr
molar mass: 114.19 g mol⁻¹

Geometry as XYZ:
```
22
Properties=species:S:1:pos:R:3:forces:R:3
C 2.5619 -2.1801 -0.6604 -0.0868 0.0936 0.0273
N 2.4615 0.5999 -0.1129 0.0946 -0.1143 0.0147
C 1.4196 -0.1320 -0.7950 0.1898 0.5234 0.2768
N 1.4128 -1.3639 -1.0292 0.0553 -0.0324 -0.1239
H 2.9529 -2.6415 -1.5675 -0.0331 -0.0313 -0.0073
H 2.2231 -2.9855 -0.0084 -0.0157 -0.0052 -0.0109
H 3.3547 -1.6179 -0.1704 0.0322 -0.0049 0.0345
H 2.7129 1.4161 -0.6618 -0.0170 -0.0259 -0.0358
H 2.0797 0.9742 0.7523 0.0294 -0.0832 -0.0007
H 0.5729 0.4897 -1.0826 -0.1751 -0.2917 -0.2073
C -1.4709 1.4684 2.1659 0.0709 0.2518 -0.0652
C -1.8697 1.2075 0.7458 -0.1601 -0.1153 0.0876
C -1.7109 0.0462 0.1245 -0.0454 0.0993 -0.0134
C -2.1602 -0.2364 -1.2751 -0.0107 0.0261 0.0058
H -1.0106 0.5889 2.6143 0.0025 -0.0089 0.0335
H -0.7694 2.3055 2.2328 0.0562 -0.0616 -0.0077
H -2.3308 1.7635 2.7709 -0.0447 -0.1002 0.0068
H -2.3667 2.0173 0.2156 0.0408 0.0264 0.0127
H -1.2216 -0.7641 0.6583 -0.0056 -0.0532 -0.0314
H -2.6923 0.6186 -1.6952 0.0188 -0.0076 0.0037
H -1.3183 -0.4777 -1.9277 0.0185 -0.0542 0.0283
H -2.8307 -1.0967 -1.2943 -0.0149 -0.0308 -0.0281
```
Forces are in eV/Å.

Molecular formula: C5H4O3
Method: DFT, ωB97M-V/def2-TZVPD

SMILES: O=C1OC=C/C1=C/O
lowest unoccupied orbital energy: -0.067 eV
frontier orbital gap: 0.316 Eh
maximum force: 0.09855 Eh/bohr
molar mass: 112.08 g mol⁻¹

Geometry as XYZ:
```
12
Properties=species:S:1:pos:R:3:forces:R:3
C 1.5205 -0.5683 -0.0217 -1.2812 -3.5160 2.5340
C 0.1656 -0.2292 -0.1781 3.3462 2.2659 0.4419
C -1.0640 -0.9936 -0.0745 -0.6556 2.4549 1.4003
C -2.0892 -0.0864 0.0824 2.0518 -1.1042 -1.9561
C -0.1792 1.2948 -0.0784 1.3261 -0.4943 -0.0120
H 2.4876 1.0224 -0.3915 -0.6022 1.7814 -0.4360
H 1.7986 -1.6831 0.5609 -0.8563 3.1346 -2.4114
H -1.1130 -2.0369 0.1428 -0.1612 -0.4688 -0.2125
H -3.1711 -0.4279 0.1102 1.3968 1.6894 -0.0029
O 2.6404 0.1436 -0.0998 -0.5509 -1.6388 0.3978
O -1.5657 1.2724 -0.2067 -0.8097 -0.4096 1.5859
O 0.5695 2.2923 0.1543 -3.2038 -3.6944 -1.3289
```
Forces are in eV/Å.

Molecular formula: C5H7NO
Method: DFT, ωB97M-V/def2-TZVPD

lowest unoccupied orbital energy: 0.696 eV
frontier orbital gap: 0.324 Eh
maximum force: 0.02967 Eh/bohr
molar mass: 97.12 g mol⁻¹

Geometry as XYZ:
```
14
Properties=species:S:1:pos:R:3:forces:R:3
C -1.6893 0.5983 0.5412 -0.3319 0.6672 -0.0395
C 0.2376 -0.4247 0.2191 1.0477 -0.4337 -0.4641
C 0.2782 -1.6735 -0.1420 0.3144 0.1541 0.2581
O 0.9482 -1.9862 -1.3417 0.0101 0.0853 -0.5113
C 1.8617 -1.1287 -1.7296 -0.0890 -0.7172 -0.1310
C -0.1499 0.8103 0.3432 -0.4366 -0.7248 1.2695
N 0.5834 1.8844 0.8782 -0.3959 -0.1985 0.3476
H -1.9353 -0.3310 1.1004 0.4224 0.7013 -0.3981
H -2.2390 0.5483 -0.3957 -0.0651 0.3709 -0.0225
H -2.0012 1.4125 1.1774 -0.5171 0.4137 -0.0568
H -0.1484 -2.5441 0.3346 0.4761 -0.0508 0.2579
H 2.1931 -1.6136 -2.6778 -0.0285 0.2272 -0.0471
H 0.5659 2.8005 0.4472 -0.3023 -0.4507 -0.0934
H 1.4950 1.6475 1.2454 -0.1042 -0.0440 -0.3692
```
Forces are in eV/Å.

Molecular formula: C36H29N6O2Zr
Method: DFT, ωB97M-V/def2-TZVPD

lowest unoccupied orbital energy: -4.041 eV
frontier orbital gap: 0.230 Eh
maximum force: 0.09410 Eh/bohr
molar mass: 668.89 g mol⁻¹
charge: +1

Geometry as XYZ:
```
74
Properties=species:S:1:pos:R:3:forces:R:3
Zr 0.5689 -0.3796 0.0473 -2.7244 0.1644 -1.6031
O 2.5024 -0.5828 0.0886 0.3673 0.1858 0.1876
C 3.3851 -1.5534 0.2128 0.0689 -0.6184 0.5540
C 4.5494 -1.2695 0.9305 0.5677 0.6224 -0.0982
C 5.5946 -2.1852 0.8883 -0.3467 0.4013 0.2840
C 5.4556 -3.3963 0.2054 0.9130 -0.1262 0.6664
C 4.2684 -3.7237 -0.3695 -1.5831 0.2289 -1.2868
C 3.1438 -2.8383 -0.3227 2.3279 0.5494 0.4090
C 1.8855 -3.1734 -0.8674 -0.8463 -0.7101 -1.9358
N 0.8515 -2.4372 -0.6818 -0.2712 0.5304 1.1239
N -0.3849 -2.8101 -1.1419 -1.5257 -1.7375 -0.0860
C -1.3726 -2.4791 -0.2988 1.7453 0.8315 -2.6338
O -1.1485 -1.6252 0.6268 0.8083 1.1026 1.7969
C -2.7458 -2.9112 -0.5524 -0.5475 -1.2170 -0.1662
C -3.1088 -3.5575 -1.7590 0.8961 0.3678 0.1443
C -4.3252 -4.1852 -1.8578 -1.8019 -0.3877 0.0732
C -5.1844 -4.2087 -0.7154 1.2608 1.4091 0.0362
C -4.9089 -3.4307 0.4386 0.0501 -1.1755 -1.4089
C -3.6575 -2.8366 0.5056 -0.1468 0.3196 -0.3939
H 4.5781 -0.2556 1.4168 0.3248 -1.2112 -0.5597
H 6.5539 -1.9798 1.3443 -0.0994 0.1572 0.1750
H 6.3171 -4.0706 0.2265 -0.4401 0.1547 -0.3795
H 4.1652 -4.5625 -1.0643 0.0776 -0.1966 0.7129
H 1.7990 -4.0304 -1.5773 -0.0978 0.3362 0.8918
H -2.3913 -3.5710 -2.5895 -0.3551 0.0570 0.4095
H -4.7112 -4.6032 -2.8416 0.7932 0.2947 1.5099
H -6.0706 -4.7804 -0.7117 -0.9753 -0.4495 -0.3243
H -5.6572 -3.3631 1.2361 0.5182 -0.0637 -0.2463
H -3.3854 -2.2755 1.3710 0.2501 0.2440 0.5124
C 1.0556 -1.4507 4.3760 -0.6112 -0.8465 1.1522
C 1.9699 -0.5142 4.8759 0.8543 -0.9767 0.5568
C 2.4453 0.4490 4.0100 -0.8326 0.1719 0.6040
C 1.7889 0.5699 2.7871 -0.8495 -0.6776 0.1642
N 0.8448 -0.2764 2.2945 0.7016 -1.8382 2.8379
C 0.5456 -1.3813 3.0989 0.8390 1.5140 -1.2933
C 2.0880 1.6449 1.9035 1.2438 4.0188 -2.3904
C 3.1601 2.5859 2.0978 -1.4959 0.1009 -1.0499
C 3.4540 3.5572 1.0965 -1.0808 -1.3555 0.5715
C 2.6385 3.6193 -0.0278 -0.0569 -0.0185 0.6842
C 1.6285 2.6775 -0.1686 -0.5687 -1.0253 -0.4031
N 1.3173 1.7624 0.7480 1.8107 -0.7740 1.4086
H 0.6911 -2.2662 5.0317 0.4643 0.5095 -0.5533
H 2.4483 -0.6573 5.8926 -0.9101 0.2900 -1.2978
H 3.1703 1.1800 4.3696 -0.1488 -0.2953 -0.4366
H 0.0116 -2.2055 2.6077 -0.1943 0.6736 0.4457
H 3.6573 2.7577 3.0408 0.2413 -0.7215 0.0374
H 4.3147 4.1842 1.2614 -0.1185 0.3906 -0.1032
H 2.6574 4.4226 -0.7325 0.5640 0.1456 -0.5060
H 1.0903 2.4721 -1.1139 0.1587 0.9461 0.4975
C -2.4434 1.6382 0.3794 0.1661 -0.8511 -0.7630
N -1.4340 1.0709 -0.5832 -0.4340 -0.3370 0.0444
C -1.5907 1.1861 -1.8701 1.1643 0.1016 1.2606
C -0.4885 0.7243 -2.6583 0.8952 -0.0697 -2.5768
C -0.2185 0.9619 -4.0266 1.7109 -0.8198 1.3984
C 1.1692 0.5515 -4.3010 -2.3666 0.7443 0.8167
C 1.5986 0.0535 -3.0731 1.0134 0.0683 -0.5095
N 0.6348 0.1302 -2.0917 0.2133 0.4019 0.2280
C -3.0710 2.8894 -0.1449 -1.1193 1.3422 0.1643
C -2.2968 4.0013 -0.4606 0.7399 -0.8516 0.5089
C -2.7894 5.1976 -0.9661 1.5627 -0.7321 0.2961
C -4.1439 5.3206 -1.1537 -0.2955 -0.4057 0.5153
C -4.9874 4.2456 -0.8058 0.9232 0.8894 -0.4984
C -4.4531 3.0686 -0.2942 -0.7032 -0.9363 -0.9634
H -1.8558 1.8358 1.2880 -0.4521 -0.0902 -0.0502
H -3.2519 0.8874 0.5753 0.8620 0.4334 0.0451
H -2.3864 1.7692 -2.3414 -0.0481 -0.3198 0.1419
H -0.9131 1.3763 -4.7020 -0.5556 0.4629 -0.7195
H 1.6706 0.7413 -5.2706 -0.1850 -0.5379 1.0596
H 2.6404 -0.2991 -2.8784 -1.2250 0.1555 0.1643
H -1.2356 3.8535 -0.2588 0.0488 0.4283 -0.2838
H -1.9808 5.9111 -1.1935 -1.0744 0.1774 -0.0322
H -4.5126 6.2563 -1.5094 -0.5273 0.3160 -0.3430
H -6.0345 4.3435 -1.0502 -0.1404 -0.1684 0.2840
H -5.1700 2.2296 -0.2455 0.6084 0.3029 0.5216
```
Forces are in eV/Å.

Molecular formula: C3H4F3O4S2
Method: DFT, ωB97M-V/def2-TZVPD

lowest unoccupied orbital energy: 3.066 eV
frontier orbital gap: 0.325 Eh
maximum force: 0.07898 Eh/bohr
molar mass: 225.19 g mol⁻¹
charge: -1

Geometry as XYZ:
```
16
Properties=species:S:1:pos:R:3:forces:R:3
C 2.9927 -0.6027 -0.1816 3.3641 0.6027 -0.0952
C 2.5517 0.7926 0.0871 -2.3004 1.5144 0.0513
C -2.3026 -0.8473 -0.0698 -1.0916 0.5340 -1.4785
O 0.8070 -0.1750 1.4192 -2.1342 -2.3458 1.4635
O -3.4492 1.1716 1.0345 -0.0046 0.2074 -1.6026
O -3.2178 1.1290 -1.5059 0.3037 0.3711 1.1934
O -1.3192 1.6245 0.0141 0.0266 0.0778 -0.6854
F -2.1007 -1.2199 1.1610 0.5451 -0.4366 1.0444
F -1.3071 -1.2215 -0.8640 1.5577 0.1060 -0.0739
F -3.3198 -1.6141 -0.5566 -0.7277 0.4917 0.4256
S 1.0489 1.0720 0.7491 3.8702 0.8700 -0.8718
S -2.6263 1.0198 -0.1739 -1.0437 -1.3619 1.0267
H 3.8932 -0.6231 -0.9578 -1.9852 -0.0372 1.5639
H 2.1322 -1.0832 -0.5535 -0.8250 -1.1117 -0.5590
H 3.3270 -1.1321 0.7514 -0.3270 0.4312 -0.8257
H 2.8902 1.7093 -0.3534 0.7720 0.0868 -0.5768
```
Forces are in eV/Å.

Q: Among the records above, which one has the lowest frontier orbital gap?
A: C53H50N7O4P3Ta

Q: Among the records above, which one has the lowest maximum force?
A: C6H14N2